(1)
Formula: C27H43BF6N2O18PS
Source: the Open Molecules 2025 dataset
Level of theory: ωB97M-V/def2-TZVPD

Bonds (Å) are listed after each position.
Cartesian coordinates (Å):
1 F -7.0592 3.0291 0.2681  C29 1.356
2 O -0.1109 0.6973 5.1933  C31 1.427, C74 1.359
3 H -0.0750 -1.0472 1.4443  C63 1.099
4 O 0.4663 4.2238 0.4373  C35 1.416, C87 1.362
5 H 6.7646 1.1529 -3.4742  C97 1.092
6 O 4.7315 -0.2401 -6.3238  C54 1.182
7 F -0.3851 -2.1674 7.0825  C83 1.362
8 H 5.9692 -0.8547 -2.3461  C68 1.089
9 C 0.1130 2.9540 2.3016  H26 1.089, C35 1.504, O60 1.429, H69 1.093
10 C 2.6191 3.9559 5.3895  O42 1.416, C73 1.502, F76 1.358, H86 1.093
11 N 3.4990 -3.8285 -4.7449  H37 1.010, C56 1.474, H65 1.009
12 H 0.9759 -3.4391 -4.9989  C66 1.114
13 H -6.9952 -3.3848 0.0165  C18 1.093
14 H -4.8100 1.9245 0.1467  C64 1.092
15 O 2.8521 0.8042 6.5178  C44 1.187
16 H 1.2368 -2.8715 -2.2837  C48 1.098
17 S -2.1242 0.2712 -3.9141  H88 1.369, B98 1.951
18 C -6.0472 -3.2700 0.5481  H13 1.093, O36 1.427, H38 1.088, C79 1.501
19 O -6.3716 -0.7725 2.4391  C90 1.188
20 O -1.5415 3.8378 -0.5175  C87 1.185
21 H -2.3698 0.3549 0.6789  C62 1.114
22 H -1.5378 -1.7196 -1.8065  N92 1.015
23 H -4.4485 2.8871 1.5912  C64 1.088
24 H 2.3129 0.8034 -5.5312  C52 1.107
25 H 4.7113 4.4795 5.6204  C73 1.089
26 H -0.1110 3.0207 3.3649  C9 1.089
27 H 1.6446 -1.8088 -5.1395  C66 1.103
28 O 6.6869 0.1994 -5.2936  C54 1.365, C97 1.414
29 C -6.5479 2.4002 1.3553  F1 1.356, C64 1.501, H67 1.093, O85 1.417
30 H -0.9120 -2.7946 -3.6630  C34 1.116
31 C -0.7325 0.0384 6.2953  O2 1.427, H72 1.093, H80 1.089, C83 1.502
32 H -1.3176 0.8445 -1.2423  C46 1.109
33 O 4.2492 2.4798 5.9833  C44 1.355, C73 1.428
34 C -0.4126 -1.9707 -4.2253  H30 1.116, C66 1.560, H71 1.108, B98 1.664
35 C 0.8741 4.1464 1.7913  O4 1.416, C9 1.504, F75 1.360, H95 1.093
36 O -5.0811 -2.6854 -0.3243  C18 1.427, C61 1.359
37 H 3.6417 -2.8671 -5.0195  N11 1.010
38 H -6.2101 -2.6479 1.4263  C18 1.088
39 H 4.3598 3.4962 4.1855  C73 1.092
40 H 2.5317 -1.8394 -3.0347  C48 1.108
41 P 0.9629 0.5747 -3.4766  C52 1.898, C53 1.877, B98 1.938
42 O 2.0679 2.6556 5.4944  C10 1.416, C44 1.360
43 H 1.5982 2.8099 -2.7227  C53 1.112
44 C 3.0384 1.8752 6.0412  O15 1.187, O33 1.355, O42 1.360
45 H -4.7316 -4.5645 1.7290  C79 1.093
46 C -0.8785 -0.0885 -0.8334  H32 1.109, H55 1.111, C62 1.573, N92 1.459
47 H 1.0475 -0.7720 7.2840  C83 1.091
48 C 1.8667 -2.7157 -3.1693  H16 1.098, H40 1.108, C56 1.572, C66 1.564
49 H -1.3817 -2.3077 1.5532  C63 1.108
50 O -4.9425 0.8888 1.9337  C64 1.431, C90 1.352
51 H -1.5678 -0.8061 2.4508  C63 1.111
52 C 1.2391 0.9591 -5.3142  H24 1.107, P41 1.898, H57 1.112, H84 1.103
53 C 0.6340 2.2560 -2.7106  P41 1.877, H43 1.112, H81 1.095, H93 1.111
54 C 5.4315 -0.3299 -5.3759  O6 1.182, O28 1.365, O58 1.357
55 H 0.0582 0.1838 -0.3027  C46 1.111
56 C 2.8309 -3.9289 -3.4352  N11 1.474, C48 1.572, H59 1.114, H89 1.110
57 H 1.0665 2.0430 -5.4926  C52 1.112
58 O 5.0908 -0.9674 -4.2278  C54 1.357, C68 1.425
59 H 3.6354 -3.9736 -2.6652  C56 1.114
60 O -1.0820 3.0065 1.5192  C9 1.429, C87 1.359
61 C -4.3579 -3.7009 -0.8639  O36 1.359, O70 1.181, O91 1.365
62 C -1.8787 -0.5640 0.2833  H21 1.114, C46 1.573, C63 1.565, H82 1.102
63 C -1.1579 -1.2236 1.5062  H3 1.099, H49 1.108, H51 1.111, C62 1.565
64 C -5.0859 2.1021 1.1886  H14 1.092, H23 1.088, C29 1.501, O50 1.431
65 H 4.3786 -4.3224 -4.7528  N11 1.009
66 C 1.0478 -2.4580 -4.4767  H12 1.114, H27 1.103, C34 1.560, C48 1.564
67 H -6.7926 2.9724 2.2538  C29 1.093
68 C 6.2450 -0.9742 -3.3925  H8 1.089, O58 1.425, H78 1.093, C97 1.502
69 H 0.6352 2.0134 2.1091  C9 1.093
70 O -3.5394 -3.5602 -1.7033  C61 1.181
71 H -0.9904 -1.8591 -5.1645  C34 1.108
72 H -1.7067 -0.3480 5.9863  C31 1.093
73 C 4.0862 3.6800 5.2265  C10 1.502, H25 1.089, O33 1.428, H39 1.092
74 C 0.7239 -0.2031 4.6114  O2 1.359, O94 1.359, O99 1.183
75 F 2.2176 3.9396 1.8359  C35 1.360
76 F 2.1028 4.5655 4.2914  C10 1.358
77 F -6.3568 -5.5573 1.0846  C79 1.363
78 H 6.7763 -1.9215 -3.5123  C68 1.093
79 C -5.4171 -4.5918 0.8785  C18 1.501, H45 1.093, F77 1.363, O91 1.417
80 H -0.8731 0.7223 7.1312  C31 1.089
81 H 0.3168 2.2242 -1.6627  C53 1.095
82 H -2.6927 -1.1875 -0.1192  C62 1.102
83 C 0.2456 -1.0597 6.6030  F7 1.362, C31 1.502, H47 1.091, O94 1.415
84 H 0.6061 0.3363 -5.9680  C52 1.103
85 O -7.1193 1.1064 1.4497  C29 1.417, C90 1.359
86 H 2.3633 4.5345 6.2807  C10 1.093
87 C -0.7903 3.7014 0.3885  O4 1.362, O20 1.185, O60 1.359
88 H -2.2092 1.5125 -3.3439  S17 1.369
89 H 2.1866 -4.8323 -3.3930  C56 1.110
90 C -6.1604 0.3042 1.9826  O19 1.188, O50 1.352, O85 1.359
91 O -4.6961 -4.8985 -0.3020  C61 1.365, C79 1.417
92 N -0.6960 -1.1525 -1.8153  H22 1.015, C46 1.459, B98 1.526
93 H -0.0467 2.8369 -3.3687  C53 1.111
94 O 0.7895 -1.3542 5.3308  C74 1.359, C83 1.415
95 H 0.6348 5.0853 2.2983  C35 1.093
96 F 8.3710 -0.0104 -3.8019  C97 1.362
97 C 7.0290 0.1920 -3.9216  H5 1.092, O28 1.414, C68 1.502, F96 1.362
98 B -0.5328 -0.6345 -3.2415  S17 1.951, C34 1.664, P41 1.938, N92 1.526
99 O 1.3209 -0.0056 3.6098  C74 1.183

Results
Net charge: -1
Orbital gap (eV): 4.103
2S+1: 1
E_tot (eV): -105639.384
LUMO energy (eV): 1.393

***

(2)
Formula: C4H2O2
Source: the Open Molecules 2025 dataset
Level of theory: ωB97M-V/def2-TZVPD

Bonds (Å) are listed after each position.
Cartesian coordinates (Å):
1 H -2.1286 -0.3446 -0.6048  C3 1.105
2 C -0.3769 0.6896 0.3207  C3 1.530, C5 1.450, O7 1.210
3 C -1.3592 -0.4749 0.1770  H1 1.105, C2 1.530, O8 1.204
4 H 2.9344 -0.4530 -0.9011  C6 1.067
5 C 0.9756 0.3451 -0.0709  C2 1.450, C6 1.205
6 C 2.0103 -0.0842 -0.5150  H4 1.067, C5 1.205
7 O -0.7574 1.7694 0.7108  C2 1.210
8 O -1.2983 -1.4475 0.8834  C3 1.204

Results
Relative energy (zero: lowest compared OMol25 entry of this formula, charge and spin) (kJ/mol): 43.03
Orbital gap (eV): 9.545
2S+1: 1
E_tot (eV): -8272.082
LUMO energy (eV): -0.643

***

(3)
Formula: C4H8O5
Source: the Open Molecules 2025 dataset
Level of theory: ωB97M-V/def2-TZVPD

Bonds (Å) are listed after each position.
Cartesian coordinates (Å):
1 H 2.2519 0.9626 -0.3219  O11 0.966
2 O 0.5932 -0.8080 1.1762  C4 1.398
3 H -1.7508 1.3969 -0.7237  C14 1.086
4 C -0.3031 -1.4633 2.0262  O2 1.398, H7 1.096, H8 1.095, H12 1.095
5 O 0.2288 0.9255 0.9691  C9 1.316
6 C 0.0224 -0.6947 -0.7440  C9 1.773, O15 1.198, O16 1.341
7 H 0.1018 -2.4531 2.2649  C4 1.096
8 H -1.2967 -1.5467 1.5735  C4 1.095
9 C 0.3244 1.0052 -0.3407  O5 1.316, C6 1.773, O11 1.389, C14 1.525
10 H -0.6640 1.7396 -2.0959  C14 1.088
11 O 1.5601 1.3866 -0.8468  H1 0.966, C9 1.389
12 H -0.3686 -0.8989 2.9627  C4 1.095
13 H 0.7977 -1.9045 -1.9632  O16 0.971
14 C -0.7870 1.8012 -1.0168  H3 1.086, C9 1.525, H10 1.088, H17 1.089
15 O -1.1036 -1.0875 -0.8531  C6 1.198
16 O 1.0980 -1.2009 -1.3655  C6 1.341, H13 0.971
17 H -0.7045 2.8401 -0.7011  C14 1.089

Results
Relative energy (zero: lowest compared OMol25 entry of this formula, charge and spin) (kJ/mol): 493.37
Orbital gap (alpha / beta) (eV): 7.784 / 7.683
2S+1: 1
E_tot (eV): -14510.682
LUMO energy (alpha / beta) (eV): -1.501 / -1.670

***

(4)
Formula: CH10NOSSi2
Source: the Open Molecules 2025 dataset
Level of theory: ωB97M-V/def2-TZVPD

Bonds (Å) are listed after each position.
Cartesian coordinates (Å):
1 H 1.6689 -0.0544 -0.6406  Si3 1.483
2 H -0.5639 -1.9543 -2.7375  O11 0.931
3 Si 0.4597 0.4242 0.0723  H1 1.483, H4 1.632, H10 1.396, Si13 2.668, C14 2.137
4 H -0.1612 -0.0096 1.5175  Si3 1.632
5 H -2.6012 -1.4338 -0.3023  N8 1.127
6 H -2.8273 0.2026 -0.5698  N8 1.004
7 S 3.3706 -0.0520 2.5665  Si13 2.190, H16 1.390
8 N -2.3968 -0.5867 -1.0169  H5 1.127, H6 1.004, H9 0.970, C14 1.679
9 H -2.7759 -0.9500 -1.8330  N8 0.970
10 H -0.2164 1.5930 -0.2833  Si3 1.396
11 O -0.4256 -1.6934 -1.8548  H2 0.931, C14 1.305
12 H 2.0336 2.5092 3.1180  Si13 1.518
13 Si 1.9887 1.5331 1.9561  Si3 2.668, S7 2.190, H12 1.518
14 C -0.7649 -0.5164 -1.4043  Si3 2.137, N8 1.679, O11 1.305, H15 1.064
15 H -0.6429 0.2175 -2.1648  C14 1.064
16 H 3.8545 0.7709 3.5769  S7 1.390

Results
Net charge: +1
Relative energy (zero: lowest compared OMol25 entry of this formula, charge and spin) (kJ/mol): 336.86
Orbital gap (eV): 7.865
2S+1: 1
E_tot (eV): -31317.115
LUMO energy (eV): -4.121